[1]
C37H55BaN8OP | ωB97M-V/def2-TZVPD

ORCA input file:
```
! wB97M-V def2-TZVPD RIJCOSX def2/J DEFGRID3
* xyz 2 1
Ba 0.5548 0.5971 -0.3455
C 3.9528 -1.1797 1.1445
C 2.9028 -0.8130 2.1889
N 2.0996 0.3966 1.9068
C 2.8268 1.6619 2.1292
C 3.3644 2.3259 0.8694
N 2.2990 2.8805 0.0164
C 2.8600 3.7134 -1.0683
C 3.4722 2.9511 -2.2384
C 2.5109 2.3645 -3.2678
N 1.8506 1.0880 -2.9114
C 2.6785 -0.0977 -3.2213
C 3.5074 -0.6337 -2.0644
N 2.6647 -1.2815 -1.0492
C 3.4548 -2.0095 -0.0326
H 4.7020 -1.7911 1.6530
H 4.5049 -0.3027 0.7992
H 3.3837 -0.7000 3.1672
H 2.2004 -1.6451 2.2876
H 1.3164 0.3756 2.5545
H 3.6643 1.5006 2.8164
H 2.1515 2.3614 2.6313
H 3.9388 1.6100 0.2801
H 4.0640 3.1150 1.1742
H 1.7463 3.4983 0.6068
H 3.6281 4.3757 -0.6517
H 2.0613 4.3568 -1.4400
H 4.1793 2.1974 -1.8879
H 4.0881 3.6753 -2.7774
H 3.0538 2.2344 -4.2106
H 1.7250 3.0958 -3.4710
H 1.0298 1.0172 -3.5037
H 3.3502 0.1166 -4.0596
H 2.0099 -0.8954 -3.5603
H 4.0847 0.1627 -1.5925
H 4.2361 -1.3453 -2.4731
H 2.1336 -1.9970 -1.5357
H 4.3150 -2.4861 -0.5172
H 2.8225 -2.8175 0.3461
O -1.2448 -0.5132 -2.8653
N -1.8680 -0.7411 -1.5922
C -2.5897 -1.7867 -1.6424
C -3.3034 -2.3059 -0.4564
C -4.6447 -2.6228 -0.6428
C -5.4137 -3.0943 0.4114
C -4.8270 -3.2881 1.6498
C -3.4742 -3.0235 1.8307
C -2.6967 -2.5273 0.7927
P -0.8778 -2.3330 0.9282
C -0.4884 -2.5934 2.6860
C 0.4986 -3.4662 3.1380
C 0.8648 -3.4849 4.4789
C 0.2507 -2.6369 5.3859
C -0.7372 -1.7627 4.9472
C -1.0949 -1.7352 3.6093
C -0.3689 -3.8462 0.0429
C 0.0408 -3.7053 -1.2816
C 0.3530 -4.8145 -2.0573
C 0.2555 -6.0842 -1.5095
C -0.1834 -6.2412 -0.2003
C -0.5090 -5.1323 0.5645
H -1.4673 0.4107 -3.0499
H -2.7185 -2.2842 -2.6029
H -5.0946 -2.4903 -1.6195
H -6.4594 -3.3217 0.2569
H -5.4124 -3.6728 2.4742
H -3.0209 -3.2255 2.7927
H 0.9938 -4.1368 2.4480
H 1.6281 -4.1749 4.8139
H 0.5318 -2.6614 6.4301
H -1.2342 -1.1110 5.6548
H -1.8722 -1.0544 3.2779
H 0.0616 -2.7207 -1.7376
H 0.6563 -4.6894 -3.0891
H 0.4981 -6.9535 -2.1058
H -0.2841 -7.2323 0.2215
H -0.8791 -5.2749 1.5728
C -2.3007 2.5202 -2.5020
C -3.2769 3.6515 -2.9249
N -3.0671 4.8200 -2.0815
C -1.6707 5.2309 -2.1713
C -0.7520 4.1083 -1.6207
N -1.5357 2.8983 -1.2948
C -2.5125 3.2666 -0.2449
C -3.3793 4.4693 -0.7006
H -1.5774 2.3373 -3.3077
H -2.8498 1.6013 -2.2821
H -4.3131 3.3293 -2.8184
H -3.1254 3.9305 -3.9678
H -1.5355 6.1556 -1.6094
H -1.4452 5.4486 -3.2161
H -0.2450 4.4288 -0.7064
H 0.0160 3.8309 -2.3456
H -1.9528 3.5126 0.6568
H -3.1177 2.3815 -0.0326
H -3.1910 5.3440 -0.0763
H -4.4430 4.2397 -0.6287
C -2.4878 2.3274 3.8876
C -1.5374 1.9298 2.8584
N -0.7889 1.6160 2.0472
H -3.4997 2.2719 3.4896
H -2.2738 3.3474 4.2027
H -2.3954 1.6584 4.7418
*
```

* HOMO-LUMO gap: 8.29 eV
* total energy: -2322.61188 a.u.
* E_LUMO: -4.3777 eV

Löwdin population analysis, charges in e, atoms 1 to 6: 1.613 -0.156 -0.200 -0.212 -0.202 -0.222

[2]
C37H55N5O3S | ωB97M-V/def2-TZVPD

ORCA input file:
```
! wB97M-V def2-TZVPD RIJCOSX def2/J DEFGRID3
* xyz 0 3
C -2.2740 0.1186 4.3451
C -2.2675 0.7700 2.8341
C -0.7320 1.1264 2.5263
C -0.4873 2.1257 1.3042
C 0.9769 2.1536 0.6930
C 1.2356 3.0313 -0.6455
C 0.1013 3.9115 -1.3646
C 0.1647 5.3854 -0.6886
C -1.0875 6.3570 -0.7037
C -1.0556 7.8042 -0.1016
C 0.2449 8.3772 0.5731
C 0.3806 9.8447 1.1888
C 1.4844 7.4227 0.6177
C 1.4453 5.9638 0.0068
C 2.6632 3.0740 -1.3129
O 2.8254 3.8969 -2.4860
C 3.9125 3.4774 -3.2799
N 4.7367 2.8527 -3.9164
C 3.8798 2.2709 -0.7028
C 3.6890 1.4012 0.6326
N 4.7076 0.6451 1.3056
S 3.8851 -0.0003 2.6694
N 2.3032 0.6046 2.4441
C 2.2313 1.4135 1.2537
H -1.7918 0.9264 5.0259
H -3.3135 -0.2035 4.6902
H -1.5348 -0.7757 4.3930
H -3.0015 1.6390 2.7355
H -2.5414 -0.1204 2.1406
H -0.1949 0.1224 2.3029
H -0.2550 1.5540 3.4786
H -0.7519 3.2171 1.6047
H -1.2461 1.8504 0.4675
H -0.9499 3.4529 -1.2802
H 0.3373 3.9854 -2.4896
H -2.0499 5.9661 -1.2106
H -1.9961 8.4549 -0.1397
H 1.4732 9.9715 1.5574
H 0.2590 10.6177 0.3355
H -0.3322 10.0761 2.0519
H 2.4677 7.8026 1.0850
H 2.4091 5.3622 0.1039
H 4.9434 2.2766 -1.1237
C -6.0599 -5.1139 5.5592
C -6.7026 -3.6981 5.6153
C -8.1627 -3.7275 5.0915
C -8.3199 -3.7072 3.5760
C -7.4491 -2.6275 2.9442
C -5.9720 -2.7542 3.3729
N -5.8205 -2.7563 4.8591
O -6.0662 -1.4925 5.3078
C -5.3874 -4.0457 2.7496
C -5.1458 -1.6257 2.7082
C -6.7874 -3.3787 7.1347
H -5.0327 -5.0845 5.1861
H -5.9803 -5.5730 6.5489
H -6.6300 -5.8057 4.9329
H -8.7037 -2.8555 5.4855
H -8.6831 -4.6047 5.4903
H -8.0822 -4.6894 3.1566
H -9.3683 -3.5189 3.3214
H -7.5331 -2.6880 1.8534
H -7.8419 -1.6423 3.2201
H -4.3406 -4.1837 3.0396
H -5.4189 -3.9939 1.6558
H -5.9329 -4.9485 3.0179
H -5.5026 -0.6263 2.9699
H -5.1989 -1.6947 1.6172
H -4.0907 -1.6944 2.9899
H -5.7932 -3.2942 7.5818
H -7.3226 -4.1765 7.6621
H -7.3384 -2.4571 7.3382
C 6.8174 -3.8166 -4.6827
C 6.1012 -3.2911 -5.9600
C 6.9959 -2.2803 -6.7248
C 7.0007 -0.8582 -6.1775
C 5.5840 -0.3637 -5.9104
C 4.7963 -1.3327 -5.0023
N 4.7796 -2.7223 -5.5516
O 3.9589 -2.7336 -6.6402
C 5.4216 -1.2987 -3.5859
C 3.3654 -0.7802 -4.7783
C 5.9783 -4.5453 -6.8708
H 6.1440 -3.8611 -3.8228
H 7.1795 -4.8420 -4.8023
H 7.6810 -3.2047 -4.4077
H 6.6620 -2.2242 -7.7706
H 8.0263 -2.6496 -6.7615
H 7.6065 -0.8036 -5.2681
H 7.4844 -0.1920 -6.8997
H 5.6289 0.6313 -5.4540
H 5.0642 -0.2307 -6.8661
H 4.9011 -1.9843 -2.9092
H 5.3450 -0.2941 -3.1553
H 6.4811 -1.5475 -3.5677
H 2.8113 -0.6446 -5.7104
H 3.3980 0.2012 -4.2946
H 2.7868 -1.4466 -4.1307
H 5.3229 -5.2995 -6.4267
H 6.9618 -5.0055 -7.0198
H 5.6021 -4.3029 -7.8677
*
```

* HOMO-LUMO gap: 6.98 eV
* total energy: -2339.94384 a.u.
* expectation value of S²: 2.0090
* E_LUMO: -1.5275 eV

Löwdin population analysis, charges in e, atoms 1 to 6: -0.131 -0.247 -0.249 -0.169 -0.019 -0.052

[3]
C37H56Cl2N2O11P2S4 | ωB97M-V/def2-TZVPD

ORCA input file:
```
! wB97M-V def2-TZVPD RIJCOSX def2/J DEFGRID3
* xyz 0 1
C 7.0256 -4.5641 5.1894
O 7.6346 -4.2371 3.9537
C 6.8894 -3.2736 3.2455
C 7.7098 -2.6473 2.1266
C 6.7536 -2.0432 1.0950
C 7.4268 -1.0391 0.1583
C 6.5327 0.1198 -0.2942
C 5.8044 0.8279 0.8753
C 5.9024 2.3344 0.7158
C 5.3481 3.1685 1.9064
C 5.4735 2.5635 3.2804
C 6.6885 2.0938 3.7782
Cl 8.1721 2.2349 2.8652
C 6.8284 1.5316 5.0381
C 5.7163 1.4244 5.8438
C 4.4975 1.9079 5.3865
C 4.3438 2.4877 4.1321
N 3.1029 3.0459 3.6603
P 2.9643 4.8272 3.8641
O 3.1196 5.3385 2.3193
Cl 4.7951 5.3882 4.6684
C 1.8954 2.5433 4.2528
C 0.7275 2.7067 3.5131
C -0.5306 2.3306 3.9758
P -1.9084 2.7401 2.9008
O -2.2766 1.4656 2.0377
O -1.2849 3.7798 1.8393
S -3.4137 3.6004 3.7836
C -0.6533 1.7250 5.2405
C -1.9279 1.2664 5.9185
C -2.8084 0.2822 5.1577
C -2.0817 -1.0047 4.7109
N -2.5713 -1.4144 3.3835
C -3.7554 -2.2656 3.4629
C -4.5025 -2.2671 2.1473
C -5.8284 -1.8483 2.0742
C -6.5210 -1.7890 0.8661
C -5.8667 -2.1670 -0.3002
C -4.5557 -2.6336 -0.2616
C -3.8928 -2.6820 0.9578
O -2.5983 -3.1669 0.9437
C 0.5249 1.5683 5.9652
C 1.7751 1.9662 5.4998
S 3.1598 1.7511 6.5464
H 7.4672 -3.9635 5.9852
H 7.1797 -5.6164 5.4133
H 5.9505 -4.3939 5.1624
H 6.5531 -2.4674 3.9063
H 5.9950 -3.7212 2.7959
H 8.3406 -1.8747 2.5670
H 8.3676 -3.3896 1.6800
H 6.3624 -2.8802 0.5175
H 5.9162 -1.6154 1.6462
H 8.3641 -0.6717 0.5712
H 7.7123 -1.5894 -0.7396
H 5.8385 -0.2433 -1.0511
H 7.1768 0.8435 -0.7913
H 6.2757 0.4693 1.7837
H 4.7658 0.5074 0.8507
H 5.2956 2.5984 -0.1506
H 6.9093 2.6614 0.4921
H 5.8993 4.1103 1.9348
H 4.3317 3.4278 1.6680
H 7.7957 1.2007 5.3751
H 5.8189 0.9998 6.8291
H 2.7250 4.6663 1.7473
H 0.7901 3.1703 2.5407
H -3.1703 1.6123 1.6929
H -1.7038 4.6304 2.0241
H -1.6154 0.7650 6.8314
H -2.4871 2.1588 6.1913
H -3.3145 0.7062 4.2997
H -3.5955 -0.0147 5.8505
H -2.3488 -1.7939 5.4208
H -1.0019 -0.8908 4.6836
H -1.8458 -1.9060 2.8835
H -4.4469 -1.8899 4.2104
H -3.5227 -3.3141 3.7093
H -6.3638 -1.5429 2.9630
H -7.5396 -1.4407 0.8431
H -6.3467 -2.1172 -1.2667
H -4.0477 -2.9620 -1.1527
H -2.4456 -3.7022 1.7266
H 0.4885 1.1185 6.9480
O -4.5683 -2.0766 -3.6903
S -4.9022 -0.7117 -3.9671
O -6.1454 -0.1665 -3.5177
O -4.7402 -0.4519 -5.5242
C -5.4698 -1.3073 -6.4384
C -6.9533 -0.9995 -6.4626
C -3.5971 0.3319 -3.4190
H -5.2843 -2.3544 -6.1958
H -5.0454 -1.1213 -7.4213
H -7.4234 -1.2267 -5.5068
H -7.4424 -1.5954 -7.2328
H -7.1222 0.0570 -6.6691
H -2.6501 -0.0634 -3.7755
H -3.6266 0.3266 -2.3312
H -3.7716 1.3367 -3.7943
O -4.7485 -1.3524 -10.0105
S -5.1115 0.0016 -10.3047
O -6.3742 0.5223 -9.8813
O -4.9302 0.2512 -11.8613
C -5.6249 -0.6279 -12.7747
C -7.1157 -0.3612 -12.8307
C -3.8411 1.0812 -9.7439
H -5.4127 -1.6652 -12.5113
H -5.1747 -0.4386 -13.7467
H -7.5978 -0.5881 -11.8814
H -7.5752 -0.9812 -13.6006
H -7.3092 0.6878 -13.0543
H -2.8792 0.7061 -10.0814
H -3.8880 1.0865 -8.6564
H -4.0332 2.0781 -10.1312
*
```

* HOMO-LUMO gap: 8.22 eV
* SMILES: COCCCCCCCCc1c(Cl)ccc2c1N(P(O)Cl)c1cc(P(O)(O)=S)c(CCCNCc3ccccc3O)cc1S2.CCOS(C)(=O)=O.CCOS(C)(=O)=O
* total energy: -5576.57871 a.u.
* E_LUMO: 0.1065 eV

Löwdin population analysis, charges in e, atoms 1 to 6: -0.112 -0.178 -0.269 -0.177 -0.213 -0.207